Computed, not measured: a structure of composition C38H35BF9N8O2PS2Sn, with ωB97M-V/def2-TZVPD.

Gap between HOMO and LUMO   7.44 eV
Largest force on an atom   0.0045 hartree/bohr
Total charge   0
Highest occupied orbital energy   -7.18 eV

CARTESIAN COORDINATES (ANGSTROEM)
Sn 0.6715 0.7614 1.5561
C 3.4281 3.4869 2.7932
N 3.6296 2.3084 3.6138
C 3.8094 2.3071 4.9830
C 3.9236 1.0132 5.3523
N 3.8107 0.2300 4.2270
B 3.8287 -1.3172 4.2356
N 2.3606 -1.9265 4.0858
C 2.2490 -3.2960 4.0257
C 0.9389 -3.6250 4.0482
N 0.2415 -2.4417 4.1108
C -1.1978 -2.3307 4.2669
C 1.1275 -1.4137 4.1246
S 0.6243 0.2441 4.1521
C 3.6270 1.0344 3.1686
S 3.3959 0.5490 1.5372
H 3.9074 4.3337 3.2796
H 2.3650 3.6962 2.6693
H 3.8725 3.3207 1.8154
H 3.8485 3.2169 5.5537
H 4.0803 0.5745 6.3203
H 4.2325 -1.6618 5.3216
H 4.4885 -1.7483 3.3306
H 3.1241 -3.9186 3.9777
H 0.4427 -4.5783 4.0221
H -1.6640 -3.1736 3.7591
H -1.5367 -1.3999 3.8217
H -1.4676 -2.3439 5.3229
C -4.1807 -3.3832 0.8683
N -2.8081 -2.9080 0.9404
C -1.7570 -3.7251 0.6719
C -0.4876 -3.2791 0.7113
C -0.3018 -1.8919 1.0321
O 0.8756 -1.3890 1.0873
N -1.3315 -1.0921 1.2890
C -2.6130 -1.5450 1.2276
O -3.5981 -0.8482 1.4209
H -4.1739 -4.4147 0.5223
H -4.7536 -2.7649 0.1798
H -4.6586 -3.3220 1.8450
H -2.0047 -4.7504 0.4273
H 0.3559 -3.9155 0.4973
C -3.4296 2.4579 2.1569
C -2.5979 3.5560 1.5963
N -1.3461 3.4639 1.2146
C -0.9790 4.7287 0.8064
C -2.0224 5.5905 0.9363
N -3.0517 4.8290 1.4426
H -3.0832 1.4928 1.7933
H -4.4761 2.5686 1.8701
H -3.3762 2.4508 3.2478
H 0.0127 4.9378 0.4381
H -2.1303 6.6389 0.7229
H -3.9782 5.1514 1.6609
F -4.3569 4.2460 -4.9833
C -3.0247 4.4057 -5.1166
F -2.7449 5.6634 -4.7371
F -2.7542 4.3166 -6.4304
C -2.2630 3.3879 -4.3139
C -2.0197 2.1326 -4.8599
C -1.3609 1.1749 -4.1083
C -0.9421 1.4652 -2.8102
C -1.2087 2.7197 -2.2692
C -1.8625 3.6853 -3.0210
P -0.0638 0.2846 -1.7293
C -0.7715 -1.3138 -2.2679
C -2.1438 -1.4693 -2.0622
C -2.7669 -2.6741 -2.3351
C -2.0125 -3.7479 -2.7863
C -0.6483 -3.6065 -2.9989
C -0.0316 -2.3915 -2.7459
C -2.6492 -5.0845 -3.0325
F -2.6257 -5.4334 -4.3305
F -3.9338 -5.1225 -2.6365
F -2.0079 -6.0657 -2.3603
C 1.6368 0.2553 -2.4150
C 2.6025 -0.4563 -1.7017
C 3.9235 -0.4718 -2.1203
C 4.2933 0.2406 -3.2510
C 3.3482 0.9673 -3.9610
C 2.0270 0.9748 -3.5442
C 5.7128 0.2027 -3.7419
F 6.0974 1.3838 -4.2594
F 6.5840 -0.1102 -2.7713
F 5.8720 -0.7141 -4.7189
H -2.3423 1.9102 -5.8682
H -1.1730 0.1958 -4.5317
H -0.9304 2.9338 -1.2430
H -2.0675 4.6587 -2.5960
H -2.7319 -0.6423 -1.6759
H -3.8313 -2.7845 -2.1792
H -0.0666 -4.4453 -3.3599
H 1.0310 -2.2871 -2.9230
H 2.3277 -0.9947 -0.8000
H 4.6637 -1.0156 -1.5495
H 3.6451 1.5337 -4.8338
H 1.3038 1.5537 -4.1018

Force components x, y, z for each atom (eV/Å):
Sn 0.01 -0.14 0.03
C 0.01 0.01 0.01
N -0.01 0.06 0.01
C 0.02 -0.04 0.01
C 0.01 0.05 -0.03
N -0.03 0.02 -0.03
B -0.04 0.01 0.03
N 0.04 0.03 -0.01
C -0.04 -0.02 -0.01
C 0.05 -0.01 0.01
N -0.02 0.02 0.02
C 0.01 0.01 -0.01
C 0.01 0.02 -0.03
S 0.03 0.00 0.03
C -0.02 -0.13 0.05
S -0.02 0.02 -0.03
H 0.00 0.01 -0.01
H 0.00 -0.01 0.00
H 0.00 0.00 0.00
H 0.00 0.01 0.00
H -0.01 0.00 0.00
H 0.00 0.00 0.00
H 0.00 -0.02 -0.01
H 0.00 0.00 0.00
H 0.00 0.00 0.00
H -0.02 0.01 -0.01
H 0.00 -0.01 0.02
H 0.00 -0.01 0.00
C 0.01 -0.01 0.00
N 0.04 -0.03 -0.05
C -0.02 -0.03 0.03
C 0.03 0.03 -0.05
C -0.10 -0.12 0.04
O 0.09 0.21 0.02
N 0.08 0.01 -0.09
C -0.05 0.00 0.08
O -0.04 0.08 -0.01
H -0.02 0.00 0.00
H 0.00 0.00 0.00
H 0.00 0.01 0.00
H -0.01 0.00 0.00
H 0.01 0.01 0.01
C -0.02 -0.01 -0.01
C 0.01 -0.03 -0.01
N -0.01 0.11 0.00
C 0.01 -0.03 0.00
C -0.02 0.00 0.00
N -0.02 0.04 0.00
H 0.01 -0.03 0.01
H 0.00 0.00 0.00
H 0.01 -0.01 -0.01
H 0.00 0.00 0.00
H 0.00 0.00 0.00
H 0.02 -0.02 0.00
F 0.00 -0.01 0.00
C 0.02 0.00 0.00
F 0.00 0.01 0.01
F 0.00 -0.01 0.00
C -0.01 0.00 0.01
C 0.00 -0.01 0.00
C 0.00 0.04 -0.01
C -0.02 -0.02 0.03
C -0.01 0.00 0.04
C -0.02 0.00 -0.02
P 0.19 -0.09 0.02
C -0.09 0.07 0.04
C 0.00 -0.02 -0.03
C -0.01 0.00 0.00
C 0.01 -0.02 0.01
C -0.02 0.01 -0.02
C 0.01 -0.01 -0.05
C 0.00 -0.01 0.01
F 0.02 0.01 -0.01
F -0.01 0.02 0.00
F 0.01 0.01 0.00
C -0.06 0.08 -0.11
C -0.03 -0.02 0.06
C 0.02 0.00 0.00
C -0.02 -0.02 0.01
C 0.02 0.01 -0.01
C 0.01 -0.05 0.03
C 0.01 0.01 0.00
F -0.01 0.01 0.00
F -0.02 0.00 0.02
F -0.01 -0.02 -0.02
H 0.00 0.00 0.00
H 0.00 -0.01 -0.01
H 0.02 -0.01 -0.04
H 0.01 0.00 0.01
H 0.02 -0.02 0.00
H 0.00 0.00 0.00
H 0.00 -0.01 0.01
H 0.00 0.00 0.02
H -0.02 -0.01 0.00
H 0.00 0.00 0.00
H 0.00 0.00 0.00
H -0.03 0.01 0.00